No. 1
A structure of composition C9H11N2S at a distorted geometry, computed with ωB97M-V/def2-TZVPD.

Output
Energy relative to the best compared isomer or geometry (same formula, charge and spin)   29.8 kcal/mol
Total charge   +1
2S+1   1
LUMO level   -3.053 eV
Largest force on an atom   3.8 eV/Å
Frontier orbital gap   9.0 eV

Geometry (Å):
S  -0.22  2.10  -0.22
N  1.51  -0.22  -1.05
N  1.32  0.25  1.14
C  -1.42  -1.38  -0.24
C  2.89  -0.15  -0.46
C  -0.80  -0.19  -0.17
C  2.66  0.69  0.83
C  0.55  0.40  -0.05
C  -1.56  0.98  -0.09
C  -3.56  -0.21  0.23
C  -2.86  1.07  0.17
C  -2.84  -1.38  0.00
H  -3.48  2.02  0.21
H  1.18  -1.20  -1.02
H  3.50  0.37  -1.21
H  3.31  -1.13  -0.40
H  -3.46  -2.25  -0.04
H  1.08  0.60  2.01
H  2.82  1.69  0.48
H  3.42  0.40  1.66
H  1.38  0.20  -1.91
H  -4.59  -0.35  0.50
H  -0.82  -2.30  -0.37

***

No. 2
A structure of composition C21H30BF5GaN7OTe, computed with ωB97M-V/def2-TZVPD.

Output
Energy relative to the best compared isomer or geometry (same formula, charge and spin)   50.5 kcal/mol
2S+1   1
LUMO level (spin up / spin down)   -1.511 / -2.127 eV
Largest force on an atom   0.7 eV/Å
Frontier orbital gap (spin up / spin down)   7.3 / 6.4 eV

Geometry (Å):
Te  1.78  -3.23  0.70
Ga  0.51  -0.39  0.53
F  1.31  -4.72  -0.31
F  1.31  -1.19  2.06
F  0.40  -3.86  1.86
F  2.99  -4.29  1.79
F  3.27  -3.06  -0.54
O  0.71  -2.06  -0.37
N  -1.09  0.83  -0.13
N  -1.33  -1.22  1.46
N  -0.01  1.43  2.74
N  0.88  1.42  1.72
N  2.44  0.07  -0.37
N  -1.71  1.46  0.91
N  -1.77  -0.46  2.49
C  2.65  0.33  -1.68
C  2.92  2.76  1.11
C  -3.00  -2.28  2.49
C  -3.63  3.00  1.32
C  0.42  2.24  3.72
C  -2.08  -2.32  1.42
C  -2.01  -3.35  0.35
C  -1.51  0.49  -2.56
C  1.61  2.80  3.31
C  -3.47  -0.50  4.31
C  3.97  -0.31  1.63
C  -0.33  2.45  4.99
C  1.54  0.46  -2.64
C  4.69  0.19  -0.79
C  -2.78  -1.09  3.13
C  1.84  2.29  2.03
C  4.05  0.42  -1.97
C  -1.75  1.14  -1.24
C  3.66  -0.04  0.20
C  -2.79  2.03  -0.93
C  -2.73  2.20  0.44
B  -1.47  1.04  2.41
H  -1.72  -2.91  -0.60
H  0.19  3.17  5.62
H  3.10  3.82  1.30
H  2.21  3.52  3.84
H  -0.92  -0.42  -2.45
H  0.81  1.18  -2.28
H  4.47  0.61  -2.94
H  3.81  -1.37  1.85
H  -2.47  0.20  -2.99
H  -1.02  1.15  -3.28
H  3.87  2.25  1.27
H  5.01  -0.09  1.82
H  -3.06  3.69  1.94
H  -0.43  1.51  5.55
H  -3.51  2.45  -1.61
H  -1.34  2.82  4.81
H  3.31  0.24  2.30
H  5.75  0.16  -0.59
H  -2.21  1.64  3.13
H  -2.76  -0.20  5.09
H  -4.15  -1.23  4.74
H  1.05  -0.51  -2.75
H  -3.73  -3.03  2.73
H  -4.32  3.57  0.71
H  1.91  0.77  -3.62
H  -4.21  2.36  1.98
H  2.65  2.65  0.06
H  -4.05  0.39  4.04
H  -2.98  -3.82  0.23
H  -1.28  -4.13  0.58

***

No. 3
A structure of composition C13H31N4O5Zr at a distorted geometry, computed with ωB97M-V/def2-TZVPD.

Output
Energy relative to the best compared isomer or geometry (same formula, charge and spin)   0.0 kcal/mol
Total charge   +4
2S+1   2
LUMO level (spin up / spin down)   -15.607 / -17.394 eV
Largest force on an atom   7.9 eV/Å
Frontier orbital gap (spin up / spin down)   6.5 / 4.6 eV

Geometry (Å):
Zr  -33.96  14.85  15.51
O  -35.79  15.64  14.60
O  -34.60  16.97  16.50
O  -34.28  13.88  13.47
O  -32.94  16.28  14.27
O  -32.17  13.62  14.95
N  -35.47  13.44  11.60
N  -29.94  13.56  14.69
N  -37.21  16.83  13.16
N  -34.70  19.21  15.99
C  -34.31  13.63  12.27
C  -29.74  14.98  14.60
C  -36.72  13.01  12.12
C  -37.99  16.49  15.38
C  -34.32  20.60  16.24
C  -33.03  13.53  11.47
C  -34.41  18.16  16.83
C  -36.42  16.75  11.92
C  -33.99  18.48  18.28
C  -36.88  16.24  14.32
C  -32.86  17.22  13.28
C  -31.12  11.55  15.11
C  -31.12  13.03  14.87
H  -35.12  18.99  15.10
H  -36.97  16.25  11.12
H  -38.00  17.46  13.22
H  -33.34  16.93  12.35
H  -34.92  18.69  18.82
H  -36.15  17.79  11.71
H  -32.53  12.57  11.61
H  -33.51  20.77  16.95
H  -35.49  16.18  11.88
H  -31.82  17.45  13.05
H  -37.67  16.97  16.31
H  -29.96  15.35  13.61
H  -33.53  18.00  13.63
H  -33.98  21.01  15.29
H  -30.15  11.18  15.46
H  -32.38  14.39  11.63
H  -31.39  10.93  14.25
H  -38.31  15.47  15.56
H  -37.15  12.16  11.58
H  -38.87  17.02  15.01
H  -28.73  15.18  14.95
H  -33.65  17.55  18.74
H  -37.41  13.86  12.05
H  -29.23  12.94  14.31
H  -30.18  15.61  15.37
H  -35.21  21.14  16.57
H  -35.49  13.66  10.61
H  -36.67  12.76  13.18
H  -31.90  11.31  15.84
H  -33.24  19.25  18.45
H  -33.27  13.52  10.41

***

No. 4
The molecule C8H15OP at a distorted geometry, computed with ωB97M-V/def2-TZVPD.

Output
SMILES string   C=C(C)[C@@H]1C[P@]1(=O)C(C)C
Energy relative to the best compared isomer or geometry (same formula, charge and spin)   10.8 kcal/mol
2S+1   1
LUMO level   0.849 eV
Largest force on an atom   4.0 eV/Å
Frontier orbital gap   9.7 eV

Geometry (Å):
P  -0.85  -1.04  0.16
O  -1.86  -1.68  1.04
C  -1.51  1.53  0.80
C  -2.89  0.35  -1.03
C  2.75  0.20  -1.01
C  0.96  -1.11  0.27
C  -1.52  0.67  -0.44
C  2.38  0.48  1.37
C  0.36  -2.06  -0.87
C  1.97  -0.14  0.02
H  3.55  0.89  -0.85
H  -3.41  1.24  -1.37
H  -1.50  2.58  0.46
H  1.25  -1.64  1.23
H  0.52  -1.81  -1.90
H  3.12  1.24  1.43
H  -2.82  -0.31  -1.82
H  0.06  -3.12  -0.73
H  2.59  -0.21  -1.93
H  1.39  0.64  1.81
H  -0.89  1.01  -1.21
H  -2.33  1.07  1.35
H  2.83  -0.26  2.03
H  -0.66  1.49  1.38
H  -3.50  -0.03  -0.20

***

No. 5
A structure of composition C14H8ClINO2 at a distorted geometry, computed with ωB97M-V/def2-TZVPD.

Output
Total charge   -1
2S+1   1
LUMO level   1.981 eV
Largest force on an atom   2.8 eV/Å
Frontier orbital gap   4.5 eV

Geometry (Å):
I  -3.29  -1.83  3.41
Cl  2.06  1.68  -2.40
O  -1.84  -1.15  1.34
O  -1.74  -4.13  -1.56
N  -0.87  -3.13  0.41
C  -1.12  -1.68  0.56
C  0.41  2.55  0.04
C  -0.26  -1.10  -0.60
C  0.38  1.16  0.31
C  1.11  0.25  -2.01
C  0.20  1.76  2.68
C  0.42  0.11  -0.76
C  0.26  3.13  2.41
C  -1.07  -3.30  -1.02
C  -0.26  -2.12  -1.60
C  0.28  0.81  1.67
C  1.08  -0.74  -2.99
C  0.37  3.50  1.06
C  0.39  -1.94  -2.81
H  0.22  -0.23  1.99
H  0.14  -3.13  0.55
H  0.35  -2.73  -3.57
H  0.42  4.57  0.85
H  0.46  2.93  -0.97
H  0.09  1.43  3.72
H  1.61  -0.54  -3.93
H  0.23  3.87  3.21

***

No. 6
A structure of composition C8H32CaN11O11 at a distorted geometry, computed with ωB97M-V/def2-TZVPD.

Output
2S+1   2
LUMO level (spin up / spin down)   0.277 / 0.180 eV
Largest force on an atom   7.7 eV/Å
Frontier orbital gap (spin up / spin down)   4.5 / 9.4 eV

Geometry (Å):
Ca  3.39  1.55  1.42
O  -4.01  -2.12  -2.47
O  -1.88  0.76  3.56
O  -0.24  -0.90  0.71
O  0.02  -1.11  4.69
O  0.34  0.83  -0.47
O  1.11  -3.25  -3.60
O  -2.06  3.08  -2.31
O  1.40  0.36  1.23
O  0.62  1.38  -3.23
O  2.23  3.53  1.41
O  3.81  -0.21  -0.04
N  -0.68  -3.13  5.33
N  -3.28  -2.09  -0.40
N  -0.77  -3.06  -2.49
N  4.28  -2.30  0.35
N  1.31  5.51  1.13
N  -1.29  -2.38  3.46
N  -2.65  -0.56  -1.80
N  4.41  -1.44  -1.75
N  0.46  3.84  0.27
N  1.19  -2.69  -1.53
N  0.47  0.09  0.48
C  0.52  -3.02  -2.58
C  -3.36  -1.63  -1.58
C  -2.69  2.82  -1.12
C  4.16  -1.29  -0.46
C  1.41  0.39  -3.90
C  -0.59  -2.14  4.49
C  -1.76  1.91  2.79
C  1.38  4.24  1.01
H  -1.11  1.83  1.92
H  0.59  5.97  0.59
H  -2.75  2.09  2.36
H  -1.35  -1.52  2.93
H  -2.60  2.61  -2.95
H  -2.30  3.53  -0.39
H  -1.81  -3.23  3.35
H  -0.34  -3.00  6.27
H  -3.80  -2.95  -0.29
H  -1.43  -3.33  -3.20
H  -1.84  -0.32  -1.25
H  -1.20  -2.61  -1.70
H  4.12  -2.15  1.33
H  -2.89  -1.57  0.37
H  0.68  -2.32  -0.74
H  -2.82  -0.21  -2.73
H  4.21  -0.70  -2.41
H  -3.78  2.91  -1.05
H  4.79  -2.32  -2.07
H  -0.16  4.56  -0.09
H  2.14  -2.36  -1.66
H  0.19  1.00  -2.46
H  1.80  6.06  1.82
H  0.85  -0.17  -4.65
H  -1.05  -4.02  5.02
H  -2.42  1.80  -0.82
H  -1.01  0.55  3.92
H  1.75  -0.35  -3.17
H  4.83  -3.07  -0.01
H  0.43  2.92  -0.14
H  -1.33  2.59  3.53
H  2.37  0.78  -4.24

***

No. 7
A structure of composition C17H24ClN3O4S at a distorted geometry, computed with ωB97M-V/def2-TZVPD.

Output
Energy relative to the best compared isomer or geometry (same formula, charge and spin)   418.9 kcal/mol
2S+1   1
LUMO level   0.201 eV
Largest force on an atom   18.5 eV/Å
Frontier orbital gap   9.1 eV

Geometry (Å):
Cl  4.54  1.52  -1.67
S  -3.84  0.94  -0.72
O  -3.77  1.07  -2.01
O  1.67  0.16  2.59
O  -4.67  1.87  -0.25
O  -3.18  -2.81  0.60
N  -2.41  0.90  0.07
N  -4.37  -0.67  -0.58
N  2.92  1.51  0.99
C  -4.79  -1.29  0.78
C  -3.92  -1.89  -1.39
C  -0.88  1.34  1.94
C  4.91  -2.49  -1.19
C  4.99  -1.29  -1.66
C  4.32  -1.71  1.21
C  4.35  -0.39  0.56
C  -3.71  -1.87  1.56
C  -2.18  1.65  0.99
C  0.46  1.53  0.82
C  4.67  -2.66  0.12
C  4.61  0.04  -0.83
C  1.78  0.92  1.57
C  4.09  0.71  1.22
C  -1.32  1.11  -0.93
C  -2.79  -2.50  -0.75
C  0.19  0.50  -0.21
H  5.18  -1.28  -2.81
H  -5.03  -0.04  1.30
H  0.83  0.66  -1.06
H  -2.41  -3.33  -1.14
H  5.21  -3.28  -1.69
H  -2.80  -1.11  1.87
H  -3.90  -2.31  2.47
H  -3.58  -1.39  -2.29
H  -0.70  2.04  2.58
H  -1.96  2.65  0.78
H  -2.93  1.39  1.76
H  3.97  0.53  2.50
H  -4.66  -2.27  -1.54
H  -1.52  0.42  -1.97
H  2.76  1.92  0.14
H  -1.20  1.89  -1.33
H  -5.68  -1.73  0.73
H  4.68  -3.69  0.55
H  0.35  2.54  0.65
H  -1.88  -1.78  -0.68
H  -0.76  0.12  2.22
H  4.84  1.52  1.30
H  -0.07  -0.40  0.16
H  4.12  -1.75  2.21

***

No. 8
A structure of composition C22H38MgP2 at a distorted geometry, computed with ωB97M-V/def2-TZVPD.

Output
Energy relative to the best compared isomer or geometry (same formula, charge and spin)   0.0 kcal/mol
2S+1   1
LUMO level   0.062 eV
Largest force on an atom   3.2 eV/Å
Frontier orbital gap   5.4 eV

Geometry (Å):
P  0.30  -2.02  0.37
P  0.19  1.60  0.45
Mg  -0.56  -0.19  1.94
C  0.66  1.40  -3.97
C  0.31  -1.67  3.23
C  0.65  0.54  -0.98
C  -1.46  1.07  3.60
C  1.39  0.70  -5.08
C  -1.46  2.23  -0.07
C  -1.72  0.26  5.95
C  0.05  -0.88  -1.07
C  0.83  -1.61  -4.04
C  1.79  -0.79  -4.83
C  0.29  1.50  5.35
C  -1.27  0.16  7.25
C  1.32  3.00  0.45
C  2.03  -2.57  0.12
C  -0.51  -1.51  -4.10
C  -0.67  1.45  -3.83
C  -1.63  0.75  -4.74
C  -1.24  -0.71  -5.14
C  -0.04  0.73  7.63
C  -0.98  0.97  4.97
C  0.75  1.38  6.65
C  -0.77  -3.45  0.01
H  -2.17  -1.24  -5.40
H  0.74  -0.99  3.98
H  2.76  -0.82  -4.32
H  -1.32  2.06  3.13
H  2.32  1.25  -5.27
H  0.91  1.98  4.58
H  -1.39  2.79  -1.00
H  -2.46  0.64  3.45
H  0.55  -1.41  -1.89
H  1.06  -2.41  2.94
H  0.25  1.11  -1.83
H  0.78  0.75  -6.00
H  1.95  -1.25  -5.82
H  2.35  2.62  0.56
H  -1.02  -0.84  -1.32
H  1.33  1.96  -3.30
H  -1.82  2.88  0.74
H  -1.82  -3.11  -0.02
H  -0.52  -3.95  -0.94
H  -2.19  1.40  -0.19
H  -0.62  -0.66  -6.05
H  1.74  0.52  -1.08
H  2.16  -3.09  -0.84
H  1.30  -2.43  -3.48
H  -0.56  -2.18  3.67
H  -1.14  2.14  -3.12
H  -2.62  0.74  -4.26
H  -1.15  -2.08  -3.42
H  -1.86  -0.37  8.00
H  1.06  3.61  1.32
H  1.72  1.77  6.93
H  1.22  3.59  -0.47
H  2.71  -1.70  0.16
H  -2.66  -0.21  5.65
H  -1.74  1.32  -5.67
H  2.26  -3.24  0.96
H  0.31  0.67  8.66
H  -0.65  -4.15  0.84